1.
4 unconnected molecules or ions with the total composition C30H70BClFN3O8P at a distorted geometry, computed with ωB97M-V/def2-TZVPD.

Structure (XYZ):
```
115
Properties=species:S:1:pos:R:3:lowdin_charge:R:1
O -1.232 -2.463 6.211 -0.18
H -4.681 5.521 -3.692 0.12
C 1.589 -5.839 -5.041 -0.12
C 3.601 -4.081 -1.852 -0.09
C 1.592 -0.011 3.498 -0.11
H 4.754 -3.759 -4.774 0.11
H 3.583 -4.524 -0.855 0.09
C 1.928 3.178 -1.953 -0.43
B -0.696 4.992 -1.685 -0.94
H -4.352 4.072 -1.060 0.10
H 2.689 -4.391 -2.369 0.07
H 4.157 -5.115 -6.725 0.12
H 1.137 -6.020 -6.020 0.09
H 2.408 3.113 -0.974 0.05
C -4.158 5.422 -2.736 -0.17
H 1.657 -0.138 0.944 0.11
H -1.783 6.302 -4.490 0.12
C -1.470 3.628 -4.833 -0.21
H 2.342 0.538 2.923 0.09
H 0.089 6.856 -0.671 0.04
H 0.551 5.378 0.214 0.02
H -5.524 -1.462 7.275 0.08
P 0.070 3.148 -1.851 1.05
C -0.238 5.862 -0.361 -0.04
H -1.993 0.044 4.085 0.12
C -2.164 -0.508 5.014 -0.19
O 0.570 -0.525 2.665 -0.21
H 4.613 -1.006 -2.268 0.12
H -0.521 3.895 -4.388 0.07
H -6.293 3.730 -3.395 0.08
H 0.079 -0.866 0.748 0.12
H -6.250 -0.736 4.797 0.12
C 3.376 -4.667 -6.103 -0.22
H 1.126 0.677 4.204 0.09
Cl -6.274 5.423 -1.020 0.54
C -6.270 -2.107 6.797 -0.12
C 2.516 2.100 -2.893 -0.19
C -2.709 4.973 -2.951 -0.46
H 2.088 -0.798 4.077 0.07
C 3.388 -1.602 -3.891 -0.20
H -1.399 2.604 -5.201 0.11
H 1.198 2.774 1.143 0.06
H 1.640 -2.533 0.181 0.11
F -1.694 4.435 -5.962 -0.08
H 1.085 -4.987 -4.573 0.08
H 2.176 4.161 -2.355 0.06
O 2.984 -5.645 -5.148 -0.20
H -4.160 6.404 -2.269 0.10
H 3.911 -0.882 -4.528 0.12
C -1.313 -1.768 4.973 -0.21
H -6.238 -2.077 3.644 0.12
H -4.282 -0.754 3.242 0.13
H -1.787 0.116 5.828 0.12
H 2.536 -4.405 -6.754 0.12
H -1.415 2.090 -0.318 0.06
H -3.115 -2.882 7.008 0.07
H -1.896 -4.153 7.115 0.08
H -0.298 -1.456 4.741 0.09
H 0.802 -2.996 1.659 0.12
H 5.068 -1.921 5.496 0.09
H 4.374 -2.785 -6.203 0.12
O 3.666 -2.678 -1.685 -0.22
N -3.606 -0.649 5.209 -0.05
O -2.181 4.757 -1.653 -0.05
C -5.661 3.340 -2.598 -0.14
C 4.300 -1.950 -2.722 -0.21
H 2.369 -3.333 -4.160 0.07
H 1.702 1.539 -3.355 0.03
H 5.214 -2.468 -3.038 0.11
H 4.028 -2.987 4.536 0.08
H -6.461 -2.957 7.450 0.09
C -4.962 4.469 -1.863 -0.68
H 3.148 1.386 -2.362 0.04
C 0.116 2.739 1.017 -0.16
H 2.736 -2.461 2.887 0.07
H -2.674 -3.813 5.556 0.09
N 2.821 -2.600 1.889 -0.04
H 4.470 -4.464 -2.395 0.09
H 5.436 -3.077 2.251 0.12
C -1.798 6.122 -3.418 -0.15
O 5.062 -1.479 3.524 -0.19
H -3.774 -1.117 6.089 0.07
C -2.640 3.747 -3.881 -0.11
C 3.938 -3.432 -5.436 -0.22
H -3.816 -2.327 3.905 0.11
H 0.051 1.158 -0.442 0.03
H -1.616 -2.455 4.174 0.12
C -0.327 2.176 -0.336 -0.44
C 0.982 -0.895 1.362 -0.22
H -1.100 5.992 0.301 0.05
H -2.150 7.000 -2.859 0.13
H -7.199 -1.540 6.679 0.09
H -3.518 3.775 -4.536 0.11
H -0.265 2.087 1.813 0.05
N 2.903 -2.692 -4.732 -0.05
H 5.798 -3.173 4.473 0.08
C 1.543 -2.304 1.248 -0.19
O -5.822 -2.621 5.562 -0.20
H 6.012 -1.489 1.723 0.12
H 2.515 -1.085 -3.487 0.12
H 4.111 -2.068 0.348 0.10
O -0.521 5.793 -2.931 -0.07
H -0.327 3.716 1.187 0.05
C -2.288 -3.361 6.475 -0.11
H -6.316 2.812 -1.904 0.06
H 3.708 -0.718 1.413 0.11
C 3.932 -1.794 1.391 -0.21
C 4.981 -2.446 4.547 -0.12
C -5.731 -1.657 4.517 -0.22
H -2.716 2.831 -3.299 0.11
H -4.945 2.622 -2.984 0.06
C -4.294 -1.368 4.148 -0.22
H 1.433 -6.718 -4.418 0.09
H 3.077 2.556 -3.708 0.05
C 5.182 -2.012 2.208 -0.21
```

Values from the calculation:
LUMO, eV: 2.152
HOMO energy, eV: -3.499
Net charge: -1
Frontier orbital gap, eV: 5.651
Strongest force on any atom, Eh/bohr: 0.0240

2.
7 unconnected molecules or ions with the total composition C38H75N4O12 at a distorted geometry, computed with ωB97M-V/def2-TZVPD.

Structure (XYZ):
```
129
Properties=species:S:1:pos:R:3:lowdin_charge:R:1
H 31.768 2.133 8.857 0.08
C 32.841 1.120 5.852 -0.40
N 27.609 1.387 0.298 -0.04
O 34.255 -2.908 4.542 -0.04
H 32.677 5.331 7.165 0.09
H 31.296 1.463 4.408 0.12
H 28.031 -1.860 0.979 0.09
C 28.430 -2.957 5.299 -0.89
C 30.308 1.175 6.353 -0.13
H 30.428 -10.723 8.806 0.07
H 26.676 -1.199 0.043 0.12
H 31.426 -0.156 4.991 0.12
H 32.842 -6.126 8.988 0.12
C 30.515 -4.116 8.193 -0.08
H 27.588 -5.493 5.898 0.06
O 28.564 -2.253 6.314 -0.03
N 30.992 -6.478 7.966 -0.23
H 31.424 -5.738 2.043 0.08
H 25.362 -4.426 0.607 0.10
H 32.458 -0.245 7.689 0.09
H 29.632 -1.140 -0.806 0.10
C 26.656 0.079 2.213 -0.02
H 32.530 -3.921 7.190 0.09
H 26.585 -5.454 3.474 0.08
H 29.313 1.125 2.414 0.08
H 29.611 2.998 7.212 0.13
H 29.184 -8.082 9.645 0.11
H 25.817 -7.106 0.069 0.14
H 26.419 0.927 2.855 0.08
H 31.759 -8.470 8.185 0.13
H 30.079 1.869 -2.074 0.08
H 30.649 -6.017 5.813 0.10
H 30.414 0.516 7.214 0.11
H 32.719 -4.065 8.963 0.11
C 31.420 0.883 5.323 -0.14
C 26.823 -6.698 0.162 -0.14
H 29.818 2.830 -0.623 0.09
H 31.000 5.322 6.964 0.10
H 27.559 3.344 -2.309 0.07
H 30.042 0.128 1.159 0.07
H 29.235 -0.596 2.549 0.08
H 27.086 -0.131 -2.236 0.12
H 33.275 -0.965 6.341 0.08
C 27.584 -8.006 0.338 -0.19
H 31.006 -5.439 0.385 0.08
H 28.458 -1.912 -1.607 0.10
N 32.945 2.524 6.536 0.14
H 30.224 -5.662 9.705 0.13
O 25.896 -5.621 7.094 -0.02
C 32.096 -4.322 8.106 -0.11
O 29.044 -4.270 1.623 0.13
H 30.084 -3.917 7.212 0.09
H 29.316 0.902 5.995 0.13
C 32.352 -5.824 8.062 -0.11
H 32.979 -6.083 7.209 0.14
C 30.034 -5.503 8.644 -0.08
H 29.826 -2.271 4.949 0.06
H 29.596 -8.729 0.679 0.13
H 29.390 -7.076 6.629 0.08
H 27.161 -6.359 -0.818 0.13
C 31.739 3.202 8.646 0.00
H 29.058 -8.806 8.039 0.12
O 32.087 -2.640 4.997 0.04
C 26.992 -5.677 1.272 -0.39
O 27.457 -3.740 5.183 -0.03
H 34.815 1.220 4.930 0.09
C 30.421 2.688 6.553 -0.13
H 25.256 -5.855 2.543 0.10
C 29.474 -6.753 1.518 -0.39
C 27.821 0.183 1.202 -0.49
H 29.600 -6.565 3.624 0.09
H 26.237 2.567 -1.465 0.08
C 28.108 0.103 -1.939 -0.16
O 32.869 -4.637 4.486 -0.08
H 30.755 -10.151 10.328 0.07
H 25.689 -0.060 1.728 0.08
O 29.321 -2.819 4.345 0.07
C 28.125 1.469 -1.209 -0.38
C 27.723 -1.057 0.310 -0.14
H 29.415 -7.475 -0.549 0.12
C 26.428 -4.315 0.806 -0.03
H 31.612 -6.963 0.829 0.09
H 27.317 -8.735 -0.427 0.12
C 30.021 -10.020 9.533 -0.10
H 31.056 -7.656 6.245 0.10
H 30.818 3.484 9.157 0.10
O 27.367 -6.422 5.799 0.06
C 31.894 4.797 6.626 -0.01
H 30.349 3.130 5.559 0.12
C 30.934 -6.184 1.177 -0.01
C 26.476 -6.654 6.646 -0.98
C 29.183 0.217 1.824 -0.03
C 30.441 -6.804 6.537 0.06
C 26.317 -6.088 2.629 0.03
H 32.537 3.703 9.194 0.09
H 26.705 -0.743 2.927 0.09
O 27.383 2.599 1.026 -0.08
H 33.753 0.099 4.124 0.10
H 28.465 -7.700 3.210 0.07
H 28.744 0.160 -2.823 0.12
C 31.045 -7.846 8.722 -0.12
C 29.734 -8.622 8.874 -0.20
H 26.480 -3.486 1.512 0.08
C 33.117 -3.401 4.659 -0.89
C 28.569 -1.008 -1.008 -0.18
O 26.220 -7.824 6.915 -0.03
C 33.780 1.065 4.628 -0.01
H 26.954 -3.927 -0.066 0.08
H 29.065 -10.404 9.890 0.08
H 32.023 4.868 5.547 0.09
H 27.245 -8.493 1.253 0.11
N 28.537 -5.541 1.427 0.12
C 27.132 2.374 -2.056 -0.03
C 29.083 -7.798 0.437 -0.13
H 33.457 1.751 3.845 0.09
O 34.241 3.033 6.544 0.13
H 30.327 -3.355 8.950 0.12
H 26.825 2.096 -3.065 0.07
H 31.415 -7.516 9.693 0.12
H 31.461 -3.294 4.678 0.07
C 31.749 3.301 7.080 -0.41
C 29.622 1.862 -1.085 -0.04
H 26.427 -7.149 2.854 0.08
H 30.131 -8.227 3.134 0.11
H 34.065 0.302 7.349 0.09
H 30.243 1.030 -0.756 0.06
C 29.469 -7.388 2.922 0.01
C 33.141 -0.022 6.870 0.02
H 28.995 -5.723 8.395 0.14
```

Values from the calculation:
Spin multiplicity: 2
LUMO (alpha / beta), eV: -4.536 / -4.513
HOMO energy (alpha / beta), eV: -5.783 / -5.798
Frontier orbital gap (alpha / beta), eV: 1.247 / 1.285
Strongest force on any atom, Eh/bohr: 0.1791

3.
A molecular structure, C47H39As2MnN2S3, computed with ωB97M-V/def2-TZVPD.

Structure (XYZ):
```
94
Properties=species:S:1:pos:R:3:lowdin_charge:R:1
C 1.564 -5.940 1.452 -0.06
H -0.416 -5.123 1.388 0.11
C -2.652 -2.712 3.050 -0.06
C 2.254 1.779 -0.688 -0.17
H -5.183 -2.937 0.809 0.12
H -3.537 0.099 0.794 0.03
C -1.869 -2.626 -4.217 -0.09
C -0.967 -3.327 -2.106 -0.42
C -4.997 4.578 0.532 -0.06
H -2.691 1.997 -1.598 0.07
S 2.332 -3.001 3.937 1.06
C 1.362 3.997 -4.165 -0.49
C -1.806 -2.763 0.800 -0.37
C 0.357 4.593 -6.171 -0.15
C 3.464 1.393 1.404 -0.11
C -3.949 -2.798 2.557 -0.05
H -3.500 1.624 1.724 0.04
C -4.269 3.559 -0.064 -0.06
C 0.447 3.643 -5.125 -0.10
H -1.241 2.987 -1.449 0.06
As -0.324 -2.725 -0.423 1.31
H -2.592 0.195 2.291 0.03
H 4.440 0.869 3.240 0.14
C -2.103 2.596 -0.902 -0.31
C -3.103 -2.847 0.305 -0.09
C 4.091 -1.383 4.835 -0.09
H 2.908 -4.340 5.884 0.08
H -4.772 2.649 -0.372 0.12
C 3.700 0.566 2.511 0.09
C 3.901 3.396 0.106 0.02
H 4.885 2.953 1.926 0.13
C -2.044 -3.960 -4.554 -0.04
N 1.338 1.326 -1.581 0.01
C 1.203 5.645 -5.986 -0.38
C -4.173 -2.862 1.190 -0.06
C 2.880 -5.807 1.034 -0.05
C -2.926 0.751 1.417 -0.26
C 1.712 3.267 -2.948 -0.17
C -1.313 -2.307 -2.982 -0.64
C -4.369 5.756 0.909 -0.07
C 3.007 -0.619 2.666 -0.16
H -4.940 6.552 1.367 0.11
H 4.754 -0.539 4.955 0.12
H -0.303 4.500 -7.019 0.11
H -2.468 -4.207 -5.519 0.12
C 4.045 -2.467 5.747 -0.15
H 2.598 -3.016 -0.857 0.10
N 1.806 -0.174 0.626 0.01
H 4.660 -2.540 6.631 0.12
C 2.937 2.980 -0.877 -0.12
H 1.278 -6.769 2.086 0.12
H 4.278 -4.655 -0.121 0.12
C -0.496 2.514 1.700 -0.26
C 1.085 2.034 -2.664 -0.06
H 1.341 6.505 -6.622 0.08
H -0.847 -5.449 -1.757 0.11
H -0.148 2.742 -5.099 0.11
H -0.105 1.919 2.524 0.03
C -1.677 -4.979 -3.682 -0.05
S 2.117 5.491 -4.558 1.09
H 1.484 -1.850 1.754 0.05
H -0.573 -2.642 2.578 0.08
H -2.476 -2.674 4.117 0.12
H -6.060 4.456 0.694 0.11
C -1.136 -4.664 -2.445 -0.07
H -1.814 -6.013 -3.967 0.12
C -2.283 4.898 0.083 -0.07
C 2.511 0.980 0.470 -0.16
H 3.161 4.659 -2.193 0.12
H -2.518 6.840 0.956 0.11
C -1.578 -2.689 2.173 -0.12
C -2.903 3.707 -0.291 -0.32
C -3.010 5.917 0.679 -0.07
H 4.424 4.331 -0.047 0.13
H 3.620 -6.531 1.348 0.12
C 0.609 -5.014 1.055 -0.10
S -1.098 -0.592 -2.556 0.68
H 0.326 3.040 1.213 0.03
H -3.283 -2.912 -0.761 0.11
C 2.641 3.722 -2.031 0.06
C 4.154 2.637 1.192 0.01
C 2.305 -3.829 -0.202 -0.11
H -4.785 -2.822 3.243 0.12
C 2.052 -0.933 1.680 -0.07
As -1.379 1.346 0.427 1.13
C 3.143 -3.417 5.379 -0.37
H -1.209 3.244 2.080 0.04
H -2.153 -1.849 -4.913 0.11
Mn 0.272 -0.326 -0.774 0.38
H -1.224 5.034 -0.112 0.11
C 3.221 -1.532 3.789 -0.48
C 0.985 -3.962 0.225 -0.39
H 0.359 1.607 -3.344 0.08
C 3.253 -4.752 0.209 -0.06
```

Values from the calculation:
Spin multiplicity: 5
LUMO (alpha / beta), eV: -6.994 / -6.131
HOMO energy (alpha / beta), eV: -12.715 / -12.715
Net charge: +2
Frontier orbital gap (alpha / beta), eV: 5.721 / 6.584
Strongest force on any atom, Eh/bohr: 0.0035